Record 1
{
  "formula": "C53H56N7O9TeTl",
  "method": "ωB97M-V/def2-TZVPD",
  "elements": ["Tl", "O", "C", "O", "C", "C", "N", "N", "C", "C", "O", "O", "H", "H", "H", "C", "C", "C", "C", "C", "O", "C", "C", "C", "C", "C", "C", "C", "O", "C", "C", "C", "N", "C", "C", "Te", "C", "C", "C", "C", "C", "C", "C", "C", "C", "C", "C", "C", "H", "H", "H", "H", "H", "H", "H", "H", "H", "H", "H", "H", "H", "H", "H", "H", "H", "H", "H", "H", "H", "H", "H", "H", "C", "C", "C", "C", "C", "C", "C", "C", "C", "C", "N", "C", "C", "C", "C", "C", "N", "H", "H", "H", "H", "H", "H", "H", "H", "H", "H", "H", "H", "H", "H", "H", "H", "H", "O", "H", "H", "O", "H", "H", "O", "H", "H", "C", "C", "N", "C", "C", "N", "H", "H", "H", "H", "H", "H"],
  "positions_angstrom": [[1.50395, -1.24892, -0.70811], [0.16360, 1.71467, -7.18068], [0.26585, 0.39931, -6.82192], [0.49127, -0.41587, -7.66609], [-0.02233, 0.16173, -5.38747], [-1.23030, 0.44915, -4.78473], [-1.11421, 0.10038, -3.48992], [0.11451, -0.33669, -3.20800], [0.79908, -0.32314, -4.33442], [2.31235, -0.54507, -4.29959], [2.88881, -0.48819, -5.39329], [2.79593, -0.69212, -3.14495], [0.05333, 2.24347, -6.38238], [-2.15116, 0.82425, -5.20432], [-1.69153, 0.34716, -2.68493], [-4.91866, 2.97376, 5.23714], [-3.82910, 2.35398, 4.39458], [-2.48678, 2.57074, 4.67460], [-1.45111, 2.06799, 3.89819], [-0.11895, 2.49325, 4.43848], [0.05228, 2.38196, 5.64467], [0.88578, 3.30136, 3.64909], [0.97583, 3.30904, 2.14958], [2.56593, 4.69821, 1.56272], [3.13489, 5.29426, 2.80489], [2.67924, 5.05408, 4.03906], [1.63701, 4.11263, 4.42407], [-1.71788, 1.16318, 2.80274], [-0.78721, 0.62361, 2.14500], [-3.13200, 0.86334, 2.58182], [-4.11565, 1.50527, 3.34451], [-3.60399, -0.16744, 1.64110], [-2.86122, -0.76783, 0.78515], [-3.40208, -1.87043, 0.00074], [-3.19062, -3.16436, 0.78124], [-4.17716, -4.88795, -0.04391], [-3.44539, -4.73939, -2.03126], [-2.59208, -5.72079, -2.52323], [-2.11582, -5.64993, -3.82571], [-2.49188, -4.60062, -4.64989], [-3.35615, -3.62696, -4.16651], [-3.83731, -3.69755, -2.86713], [-5.05628, -0.55860, 1.77488], [-5.46769, -1.39722, 2.80559], [-6.79407, -1.79226, 2.90344], [-7.72259, -1.35616, 1.96823], [-7.31970, -0.51699, 0.93858], [-5.99269, -0.12321, 0.84208], [-4.54566, 3.85007, 5.76909], [-5.29138, 2.26300, 5.98211], [-5.76877, 3.27996, 4.62326], [-2.22058, 3.18043, 5.53108], [0.24184, 2.65312, 1.69142], [3.02504, 5.11890, 0.66832], [3.93224, 6.02112, 2.68079], [3.14859, 5.58125, 4.86402], [1.46397, 4.03313, 5.48943], [-5.15887, 1.31810, 3.12006], [-2.83822, -1.91891, -0.93184], [-4.46376, -1.75350, -0.24015], [-3.60119, -3.07312, 1.78667], [-2.13071, -3.38643, 0.86707], [-2.29172, -6.53755, -1.87818], [-1.43587, -6.40921, -4.19297], [-2.09476, -4.51849, -5.65279], [-3.65480, -2.80737, -4.80820], [-4.51561, -2.93674, -2.50205], [-4.73959, -1.72428, 3.53957], [-7.10816, -2.44099, 3.71220], [-8.75824, -1.66524, 2.04213], [-8.04136, -0.17333, 0.20712], [-5.67050, 0.53490, 0.04298], [2.91249, 3.27681, -3.11657], [1.85381, 2.53798, -2.29077], [1.71802, 3.12554, -0.90395], [0.81489, 4.26483, -0.82964], [0.44115, 4.96942, 0.24009], [1.01038, 4.76833, 1.59941], [2.45087, 3.13608, 1.57303], [3.47893, 2.40611, 2.43999], [4.92468, 2.77983, 2.11086], [2.39157, 2.55212, 0.13625], [2.94247, 1.29270, 0.01012], [4.10335, 0.94818, -0.40596], [4.68256, -0.34607, -0.26939], [6.01782, -0.67532, -0.55493], [6.18799, -1.99955, -0.15911], [4.94116, -2.41148, 0.33614], [4.03284, -1.43109, 0.27797], [3.06297, 2.79134, -4.08409], [3.86723, 3.27625, -2.58725], [2.62165, 4.31818, -3.28848], [2.12483, 1.48839, -2.24192], [0.89261, 2.60087, -2.81141], [0.37227, 4.54740, -1.78271], [-0.27909, 5.77185, 0.12197], [0.61304, 5.50573, 2.29640], [3.33683, 1.33389, 2.31230], [3.30462, 2.62190, 3.48926], [5.16867, 2.58438, 1.06967], [5.60765, 2.18733, 2.72233], [5.11389, 3.83716, 2.31057], [4.75654, 1.69789, -0.86783], [6.75543, -0.01325, -0.98679], [7.08861, -2.59382, -0.21476], [4.67642, -3.38450, 0.73073], [2.20028, -1.28938, 2.62029], [2.83685, -1.32000, 1.87425], [1.48050, -0.70678, 2.32525], [0.22979, -3.24316, 2.00630], [-0.24994, -2.53903, 1.55124], [0.98787, -2.76438, 2.39394], [-1.62296, 1.00989, -0.85300], [-0.87614, 1.61955, -0.76294], [-1.34275, 0.21080, -0.37503], [3.37135, -3.81835, -3.15177], [2.86576, -4.56703, -1.97283], [2.29335, -4.07994, -0.89557], [2.02684, -5.14805, -0.06849], [2.43304, -6.30385, -0.65727], [2.96420, -5.92388, -1.87206], [4.29647, -4.26153, -3.52470], [2.63645, -3.81573, -3.96047], [3.55182, -2.77779, -2.88921], [1.55522, -4.98935, 0.88882], [2.39990, -7.33259, -0.34279], [3.36490, -6.53270, -2.56041]],
  "atomic_forces_ev_per_a": [[0.3, 0.0, -0.2], [0.0, 0.1, -0.1], [0.1, 0.0, -0.1], [-0.1, -0.1, 0.1], [0.0, 0.0, 0.2], [-0.1, -0.1, -0.1], [0.0, 0.1, 0.0], [-0.1, 0.0, 0.2], [0.2, 0.2, 0.0], [-0.1, 0.1, 0.0], [0.0, 0.0, 0.1], [-0.1, -0.2, 0.1], [0.1, 0.0, 0.1], [0.0, 0.0, 0.1], [0.0, 0.0, 0.0], [0.1, -0.2, -0.1], [-0.1, 0.1, 0.0], [0.1, 0.1, -0.1], [-0.3, 0.2, 0.2], [-0.2, -0.1, 0.2], [0.1, -0.2, -0.1], [0.3, 0.2, 0.0], [0.1, -0.1, -0.1], [-0.1, -0.1, 0.0], [-0.1, 0.1, 0.0], [0.2, 0.1, -0.1], [-0.2, -0.1, 0.0], [0.4, -0.4, -0.4], [0.1, 0.1, 0.1], [-0.1, 0.0, -0.1], [0.2, 0.0, 0.0], [0.2, 0.0, 0.0], [0.1, -0.2, 0.1], [-0.1, 0.1, 0.3], [0.1, 0.0, -0.2], [0.0, 0.1, -0.1], [-0.1, 0.0, 0.2], [0.0, 0.0, 0.0], [0.0, 0.0, -0.1], [0.0, 0.1, 0.1], [0.0, 0.0, -0.1], [0.0, 0.0, 0.0], [0.0, 0.0, -0.1], [0.0, 0.0, 0.0], [0.0, 0.0, 0.0], [0.0, 0.0, 0.0], [0.0, 0.0, 0.0], [0.0, 0.1, 0.1], [0.0, 0.0, 0.0], [0.0, 0.1, 0.0], [0.0, 0.0, 0.0], [0.0, 0.1, 0.0], [0.0, -0.1, 0.1], [0.0, 0.0, 0.0], [0.0, 0.0, 0.0], [0.0, 0.0, 0.0], [0.0, 0.0, 0.0], [0.0, 0.0, 0.0], [0.0, 0.0, -0.1], [0.0, -0.1, -0.1], [0.0, -0.1, 0.0], [0.0, -0.1, 0.1], [0.1, 0.0, 0.0], [0.0, 0.0, 0.0], [0.0, 0.0, 0.0], [0.0, 0.0, 0.0], [0.0, 0.0, 0.0], [0.0, 0.0, 0.0], [0.0, 0.0, 0.0], [0.0, 0.0, 0.0], [0.0, 0.0, 0.0], [0.0, 0.0, 0.0], [-0.1, -0.1, -0.1], [0.1, 0.1, 0.0], [0.3, -0.4, 0.1], [-0.1, 0.3, 0.0], [0.0, 0.0, 0.0], [0.0, 0.0, 0.0], [0.0, -0.3, 0.2], [0.1, 0.0, -0.3], [-0.2, -0.1, 0.0], [-0.3, 0.7, -0.3], [0.1, -0.7, 0.4], [-0.2, 0.6, 0.0], [0.3, -0.4, 0.0], [-0.2, 0.3, 0.0], [-0.1, -0.2, 0.1], [0.2, -0.2, -0.1], [-0.2, 0.5, 0.0], [0.0, 0.0, 0.0], [0.0, 0.0, 0.0], [0.0, 0.0, 0.0], [0.0, -0.1, 0.0], [0.0, -0.1, 0.0], [0.0, -0.1, 0.0], [0.0, 0.0, 0.0], [0.0, 0.0, 0.0], [0.0, -0.1, 0.1], [-0.1, 0.0, 0.0], [0.1, 0.0, -0.1], [0.0, 0.0, 0.0], [0.0, 0.0, 0.0], [0.1, 0.0, 0.0], [0.0, 0.0, 0.0], [0.0, 0.0, 0.0], [0.0, 0.0, 0.0], [-0.2, 0.0, -0.1], [0.0, 0.1, 0.0], [0.2, 0.2, 0.2], [0.0, 0.0, 0.0], [-0.1, 0.0, 0.1], [0.0, 0.0, -0.1], [0.3, 0.1, -0.6], [-0.1, -0.1, 0.1], [-0.4, 0.3, 0.6], [-0.1, 0.1, 0.0], [0.0, -0.2, 0.2], [0.1, 0.1, -0.2], [-0.1, 0.1, 0.0], [0.0, 0.0, 0.0], [0.0, 0.1, 0.0], [0.0, 0.0, 0.0], [0.0, 0.0, 0.0], [0.1, 0.1, 0.0], [0.0, 0.0, -0.1], [0.0, 0.0, 0.0], [0.0, 0.0, 0.0]],
  "orbital_gap_ev": 5.7607,
  "lumo_energy_ev": 3.3,
  "charge": -2
}



Record 2
{
  "formula": "C53H58BrNO4PSr",
  "method": "ωB97M-V/def2-TZVPD",
  "elements": ["Sr", "C", "C", "C", "C", "C", "C", "C", "N", "C", "C", "C", "C", "C", "C", "O", "C", "C", "C", "C", "C", "C", "C", "C", "C", "O", "C", "C", "C", "C", "C", "C", "H", "H", "H", "H", "H", "H", "H", "H", "H", "H", "H", "H", "H", "H", "H", "H", "H", "H", "H", "H", "H", "H", "H", "H", "H", "H", "H", "H", "H", "H", "H", "H", "H", "H", "H", "H", "H", "H", "H", "H", "C", "C", "C", "C", "C", "C", "P", "C", "C", "C", "C", "C", "C", "C", "C", "C", "C", "C", "C", "H", "H", "H", "H", "H", "H", "H", "H", "H", "H", "H", "H", "H", "H", "Br", "C", "C", "C", "C", "C", "C", "C", "O", "O", "H", "H", "H", "H"],
  "positions_angstrom": [[-0.46474, -2.76974, 0.27913], [5.38349, 3.09307, 0.00678], [3.91200, 3.15246, -0.52551], [3.14647, 4.13247, 0.37604], [4.00163, 3.88319, -1.88280], [3.29216, 1.74216, -0.67450], [2.25221, 1.38752, 0.17892], [1.64596, 0.07355, 0.05333], [0.66657, -0.36433, 0.84743], [-0.00966, 0.20282, 1.84782], [-0.12197, 1.64144, 1.99396], [-0.91212, 2.15238, 2.95826], [-1.59774, 1.27087, 3.84844], [-1.52352, -0.08573, 3.76508], [-0.67271, -0.72312, 2.79328], [-0.49832, -1.97177, 2.71346], [-2.56301, -1.03865, 4.43367], [-1.83167, -1.94758, 5.45318], [-3.24833, -1.88365, 3.30093], [-3.59476, -0.24502, 5.21496], [-1.06458, 3.64174, 3.17446], [-0.22701, 4.00422, 4.37449], [-0.61259, 4.44332, 1.90694], [-2.54706, 4.05708, 3.39084], [1.95663, -0.75925, -1.08538], [1.23157, -1.71507, -1.44508], [3.16169, -0.42932, -1.76709], [3.81522, 0.73830, -1.49847], [3.62503, -1.34236, -2.89094], [3.77872, -2.80690, -2.44719], [2.77671, -1.26547, -4.11903], [5.12058, -0.94297, -3.41055], [5.60494, 4.13407, 0.09293], [6.07433, 2.70107, -0.75804], [5.49945, 2.55134, 0.89818], [3.58715, 5.08873, 0.20851], [3.22719, 3.87732, 1.38609], [2.11514, 4.23657, 0.03685], [4.75527, 4.68482, -1.79389], [2.99761, 4.29474, -2.21513], [4.33908, 3.31996, -2.76379], [1.95779, 2.05562, 0.98769], [0.20976, 2.23049, 1.15525], [-2.29475, 1.67349, 4.58710], [-1.08190, -2.54474, 4.92369], [-2.47616, -2.68229, 5.90042], [-1.43720, -1.28289, 6.21351], [-2.98407, -2.96359, 3.29941], [-2.89440, -1.56718, 2.35336], [-4.32380, -1.89371, 3.22639], [-3.23554, 0.46728, 5.91906], [-4.14542, -0.98048, 5.77126], [-4.21204, 0.17148, 4.37368], [0.84852, 3.93974, 4.18582], [-0.50562, 3.31897, 5.16703], [-0.36211, 5.01260, 4.68868], [0.44544, 4.49721, 1.81029], [-0.93304, 5.45804, 1.96536], [-1.03736, 3.93636, 0.97813], [-2.85772, 3.86127, 4.45149], [-3.16630, 3.54981, 2.65125], [-2.58153, 5.17239, 3.25591], [4.65958, 0.92309, -2.08885], [2.86892, -3.19750, -2.08473], [4.61028, -2.90957, -1.76229], [4.01191, -3.31119, -3.44902], [1.81742, -1.57238, -3.77531], [3.08130, -1.94959, -4.91844], [2.70992, -0.22267, -4.45606], [5.76887, -0.79062, -2.56149], [5.13044, -0.10360, -4.08153], [5.45964, -1.86931, -3.93964], [0.21880, 1.55652, -4.67681], [0.62233, 1.96882, -3.40254], [-0.12558, 1.56964, -2.27467], [-1.31651, 0.84340, -2.38962], [-1.67938, 0.45554, -3.65980], [-0.93564, 0.80223, -4.78974], [-2.36606, 0.52852, -0.91133], [-3.42122, 2.05046, -1.05773], [-3.47688, 3.00690, -2.05358], [-4.34882, 4.11199, -1.98478], [-5.24621, 4.21226, -0.94159], [-5.28857, 3.22205, 0.00627], [-4.34292, 2.19111, 0.01669], [-3.48218, -0.86346, -1.29478], [-4.66764, -0.67961, -2.00193], [-5.49570, -1.78569, -2.19639], [-5.09398, -3.03327, -1.75654], [-3.89811, -3.19471, -1.08380], [-3.00433, -2.14019, -0.83817], [0.82299, 1.80620, -5.51297], [1.48765, 2.58867, -3.31864], [0.12126, 1.88441, -1.29464], [-2.54966, -0.14756, -3.74425], [-1.27087, 0.54524, -5.78844], [-2.85436, 2.79879, -2.93924], [-4.37047, 4.81923, -2.79530], [-5.95183, 5.04905, -0.92885], [-6.05300, 3.34294, 0.77259], [-4.40336, 1.38773, 0.70201], [-4.93430, 0.25118, -2.51439], [-6.39604, -1.68435, -2.77262], [-5.71321, -3.88682, -2.07675], [-3.67273, -4.23248, -0.79304], [2.00212, -9.63242, -2.50011], [2.41013, -8.39660, -1.05059], [3.48403, -8.66469, -0.16887], [3.80043, -7.78602, 0.82919], [2.97975, -6.63753, 1.00369], [1.95455, -6.41663, 0.15019], [1.62908, -7.30001, -0.90383], [1.10377, -5.14994, 0.20312], [1.55743, -4.13599, 0.75847], [-0.05727, -5.19147, -0.31542], [4.07888, -9.56960, -0.33110], [4.62494, -8.02354, 1.43342], [3.12940, -5.96277, 1.82122], [0.86147, -7.11839, -1.63804]],
  "atomic_forces_ev_per_a": [[-0.1, 0.5, -0.3], [-0.8, 0.2, -2.2], [0.8, -0.6, -0.8], [-0.3, -0.7, -1.9], [-0.7, 0.4, -1.0], [-1.1, 1.2, 2.7], [1.1, -0.5, -0.8], [-1.1, 1.8, 1.0], [0.0, -1.0, 0.2], [0.8, 0.6, -0.2], [-0.7, -1.5, -0.3], [0.0, 0.5, 0.5], [-0.1, -0.6, 0.2], [-1.3, -0.9, 0.1], [1.0, 0.3, -0.9], [-0.3, 0.7, -0.1], [1.0, -0.3, 0.4], [0.3, 0.1, -1.2], [0.6, -1.1, 0.5], [-1.0, -0.7, -2.3], [-0.4, 0.9, -1.5], [0.5, -0.3, 0.0], [-0.9, -1.8, -0.4], [0.7, 0.7, 1.0], [-0.3, -0.5, 0.2], [-0.3, 0.0, 0.4], [0.8, 0.1, -1.0], [-1.2, -0.6, -0.8], [3.4, 0.3, -0.1], [0.8, 0.3, -2.5], [-0.7, 0.5, 0.0], [-1.5, -1.9, 0.6], [0.7, 0.7, 0.6], [-0.3, -0.1, 0.2], [0.1, -0.6, 1.3], [0.4, 0.9, 0.1], [-0.1, -0.4, 1.7], [-0.2, -0.2, 0.3], [-0.6, 0.1, 0.0], [1.1, -0.2, 0.6], [0.0, -0.5, 0.5], [0.2, -0.4, -0.5], [0.0, 0.2, 0.3], [0.3, 0.1, -0.4], [0.3, 0.4, 0.3], [-0.7, -0.1, 0.3], [0.5, -0.2, 0.3], [0.1, 0.6, 0.5], [0.1, 0.5, -1.0], [-0.5, 0.5, 0.5], [0.5, 0.7, 0.3], [-0.7, -0.2, 0.2], [0.0, 0.3, 1.4], [-0.1, -0.4, -0.1], [0.2, 0.1, 0.5], [-0.5, 1.0, 0.4], [1.1, -0.3, -0.1], [-0.5, 0.7, 0.0], [0.4, 0.9, 1.1], [0.0, -0.1, -1.0], [-0.3, 0.1, 0.2], [-0.3, -1.0, 0.1], [1.2, 0.5, -0.6], [-0.9, -0.5, 0.7], [0.1, -0.2, 0.2], [-0.1, 0.1, 1.6], [-1.2, -0.2, -0.2], [0.2, 0.3, 0.1], [0.0, -0.3, -0.2], [0.4, 0.1, 0.2], [0.0, 0.5, -0.2], [-0.1, 1.0, 0.2], [-0.3, -0.1, 1.5], [-1.1, -0.8, 0.3], [-0.3, 0.4, -1.0], [0.6, 0.0, -0.3], [0.3, 0.0, -0.7], [-0.1, 0.0, -0.2], [0.5, 0.5, 0.1], [-1.1, -0.2, 1.4], [0.4, 0.0, -0.8], [0.6, -0.9, -0.2], [-0.1, 0.8, -0.9], [0.3, -0.4, 1.2], [-0.3, 0.8, -1.6], [0.5, -0.3, -0.2], [-0.4, -0.4, -0.3], [0.4, 0.4, -0.2], [-0.8, -0.2, -0.6], [0.3, -0.5, -0.1], [-0.1, 0.7, 0.4], [0.3, 0.2, -0.7], [0.5, 0.2, 0.3], [0.6, 0.4, 0.8], [-0.7, -0.4, -0.4], [-0.1, -0.3, 0.1], [-0.3, 0.6, 0.4], [0.1, 0.2, -0.1], [0.2, -0.3, 0.1], [0.2, -0.4, 0.1], [0.0, -0.5, 1.0], [0.1, 0.0, 0.6], [-0.3, 0.1, -0.2], [0.3, 0.2, 0.6], [0.2, 0.4, 0.0], [0.3, 0.4, 0.6], [0.7, -1.1, 0.2], [-0.1, -0.9, -1.3], [-1.8, 0.9, -0.5], [1.3, -1.2, 0.4], [-1.8, 0.7, -1.5], [0.5, 0.2, 0.2], [-0.9, -0.5, 0.0], [0.8, 0.2, 0.5], [0.5, -0.3, 0.0], [-0.2, 0.4, 0.1], [0.9, 0.0, 0.9], [0.2, 0.4, 0.2], [-0.3, 0.4, 0.3]],
  "orbital_gap_ev": [5.7731, 5.7762],
  "lumo_energy_ev": [0.9, 0.9],
  "e_above_lowest_kcal_mol": 32.6,
  "charge": -1
}



Result set for E: -96716.075 -145752.716 eV, one per record in the order listed.
Result set for strongest force on any atom: 0.84 3.39 eV/A, one per record in the order listed.